Entry 1:
Density functional theory data (ωB97M-V with the def2-TZVPD basis set) for a cluster of 12 separate species, C48H72O24 in total.

Geometry as XYZ:
```
144
Properties=species:S:1:pos:R:3:mulliken_charge:R:1
O 5.015 26.798 -18.572 -0.651
C 5.017 25.856 -17.771 0.511
C 5.188 24.356 -18.079 -0.614
C 5.540 23.824 -16.718 -0.310
C 5.004 24.833 -15.677 0.257
O 4.920 26.049 -16.429 -0.252
H 4.228 23.911 -18.340 0.334
H 5.939 24.189 -18.852 0.287
H 5.058 22.873 -16.489 0.532
H 6.607 23.698 -16.533 -0.010
H 4.043 24.560 -15.242 0.441
H 5.813 25.002 -14.966 -0.387
O 5.348 26.733 -6.475 -0.515
C 5.961 26.324 -5.494 0.579
C 7.105 25.363 -5.342 0.996
C 7.529 25.628 -3.926 -0.929
C 6.245 26.148 -3.198 -0.480
O 5.547 26.752 -4.290 -0.448
H 6.632 24.384 -5.423 -0.044
H 7.801 25.517 -6.166 -0.538
H 7.894 24.728 -3.430 0.425
H 8.343 26.348 -3.842 0.316
H 5.684 25.353 -2.707 0.273
H 6.546 26.925 -2.496 0.358
O 4.493 30.114 -7.544 -0.641
C 5.570 30.083 -6.937 0.146
C 5.860 29.916 -5.483 -0.296
C 7.381 30.163 -5.379 -0.879
C 7.832 29.983 -6.808 0.211
O 6.710 30.302 -7.590 0.089
H 5.322 30.696 -4.944 0.391
H 5.426 29.002 -5.077 0.144
H 7.596 31.183 -5.060 0.318
H 7.890 29.553 -4.632 0.441
H 8.646 30.650 -7.090 0.324
H 8.246 28.977 -6.863 -0.303
O 9.449 29.819 -13.476 -0.550
C 9.893 29.899 -12.329 0.562
C 10.194 28.825 -11.287 0.073
C 10.288 29.654 -9.975 0.703
C 10.813 30.941 -10.460 -0.740
O 10.393 31.075 -11.829 -0.397
H 9.389 28.125 -11.063 -0.215
H 11.065 28.220 -11.539 0.495
H 9.357 29.818 -9.434 -0.534
H 11.030 29.250 -9.285 0.063
H 10.428 31.762 -9.856 0.216
H 11.900 30.903 -10.532 0.345
O 8.603 25.468 -9.007 -0.405
C 9.620 25.675 -8.302 0.010
C 10.337 24.685 -7.509 0.228
C 11.131 25.576 -6.545 -0.497
C 11.343 26.805 -7.370 -0.686
O 10.173 26.896 -8.170 -0.002
H 9.574 24.026 -7.094 -0.151
H 11.012 24.157 -8.182 0.361
H 10.538 25.932 -5.702 -0.018
H 12.076 25.157 -6.198 0.463
H 11.544 27.629 -6.686 0.443
H 12.243 26.727 -7.981 0.316
O 4.700 20.529 -9.399 -0.656
C 5.443 21.381 -8.878 0.395
C 6.759 21.126 -8.126 -0.343
C 7.288 22.476 -7.916 -0.150
C 6.087 23.450 -8.045 0.577
O 5.125 22.681 -8.776 -0.353
H 6.614 20.525 -7.228 0.299
H 7.414 20.623 -8.837 0.127
H 7.810 22.591 -6.966 0.473
H 8.129 22.645 -8.588 0.122
H 5.722 23.622 -7.032 0.101
H 6.249 24.424 -8.507 -0.584
O 6.682 33.868 -6.139 -0.647
C 6.765 33.858 -7.379 0.545
C 8.028 33.780 -8.256 -0.697
C 7.422 33.229 -9.511 0.379
C 5.931 33.579 -9.558 0.109
O 5.626 33.686 -8.187 -0.275
H 8.255 34.844 -8.332 0.387
H 8.911 33.315 -7.817 0.318
H 7.902 33.551 -10.436 0.634
H 7.543 32.146 -9.530 -0.683
H 5.720 34.386 -10.260 0.269
H 5.465 32.740 -10.076 -0.214
O 3.979 30.025 -13.235 -0.620
C 4.566 30.297 -14.261 0.610
C 4.985 29.416 -15.414 0.265
C 6.010 30.170 -16.169 0.188
C 5.723 31.619 -15.754 -0.640
O 5.003 31.531 -14.521 -0.423
H 5.377 28.443 -15.119 -0.331
H 4.151 29.158 -16.066 0.255
H 7.053 29.920 -15.977 -0.445
H 5.865 30.128 -17.248 0.389
H 6.634 32.213 -15.826 0.397
H 5.140 32.224 -16.447 0.285
O -0.019 33.136 -11.191 -0.666
C 0.837 32.312 -10.855 0.393
C 0.771 30.778 -11.094 -0.456
C 2.019 30.434 -10.263 -0.247
C 2.880 31.709 -10.300 0.349
O 1.967 32.737 -10.400 -0.376
H -0.126 30.240 -10.786 0.334
H 0.956 30.581 -12.150 0.195
H 1.723 30.239 -9.232 0.407
H 2.686 29.607 -10.507 0.094
H 3.399 31.922 -9.366 -0.021
H 3.525 31.690 -11.178 0.014
O 8.297 25.618 -18.427 -0.580
C 8.726 26.269 -17.519 0.290
C 8.668 25.917 -16.039 0.814
C 9.617 26.860 -15.454 -0.055
C 9.667 28.044 -16.396 0.051
O 9.301 27.536 -17.649 -0.422
H 7.656 26.083 -15.672 -0.462
H 8.991 24.886 -15.890 0.066
H 9.228 27.186 -14.490 -0.129
H 10.651 26.526 -15.365 0.313
H 9.048 28.901 -16.126 -0.275
H 10.614 28.576 -16.482 0.344
O 6.937 26.134 -12.819 -0.572
C 6.560 26.806 -11.848 0.169
C 5.684 26.396 -10.709 0.806
C 5.725 27.651 -9.770 0.190
C 6.230 28.705 -10.632 0.719
O 6.943 28.059 -11.662 -0.517
H 4.668 26.224 -11.063 0.611
H 5.964 25.391 -10.393 -1.174
H 4.711 27.972 -9.531 0.594
H 6.270 27.455 -8.847 -0.369
H 5.361 29.110 -11.151 -0.474
H 6.775 29.510 -10.139 -0.106
O 8.656 20.665 -10.817 -0.655
C 8.202 21.187 -11.883 0.565
C 7.013 22.080 -12.123 0.042
C 7.343 22.755 -13.483 0.797
C 8.398 21.868 -14.092 -0.578
O 8.964 21.160 -12.977 -0.364
H 6.161 21.402 -12.173 0.348
H 6.762 22.762 -11.311 -0.396
H 6.427 22.718 -14.072 -0.130
H 7.740 23.770 -13.483 -0.201
H 8.047 21.241 -14.912 0.238
H 9.192 22.442 -14.570 0.258
```

- Structure (SMILES): O=C1CCCO1.O=C1CCCO1.O=C1CCCO1.O=C1CCCO1.O=C1CCCO1.O=C1CCCO1.O=C1CCCO1.O=C1CCCO1.O=C1CCCO1.O=C1CCCO1.O=C1CCCO1.O=C1CCCO1
- Net charge: 0
- Orbital gap: 8.79 eV

Entry 2:
Density functional theory data (ωB97M-V with the def2-TZVPD basis set) for a structure of composition C37H38BrN4O4Zr.

Geometry as XYZ:
```
85
Properties=species:S:1:pos:R:3:mulliken_charge:R:1
Zr 0.239 -0.429 1.599 1.171
C 1.007 -2.413 4.961 -1.820
C 1.129 -1.109 4.237 1.168
C 0.147 -0.131 4.393 -0.739
C 0.292 1.151 3.846 1.726
C -0.711 2.223 4.152 -1.852
C 1.427 1.417 3.069 -0.777
C 2.439 0.458 2.888 0.418
C 3.702 0.804 2.164 -1.774
C 2.251 -0.807 3.449 -0.497
H 1.000 -2.222 6.036 0.463
H 1.843 -3.074 4.749 0.421
H 0.072 -2.921 4.719 0.293
H -0.710 -0.337 5.024 0.632
H -0.709 2.418 5.226 0.432
H -1.723 1.912 3.886 0.248
H -0.475 3.156 3.644 0.448
H 1.575 2.412 2.668 0.485
H 4.438 1.155 2.891 0.414
H 3.543 1.602 1.440 0.370
H 4.118 -0.062 1.653 0.384
H 3.039 -1.544 3.338 0.587
Br 2.666 7.733 -8.804 -0.110
C 2.537 6.409 -7.488 0.120
C 3.405 5.329 -7.520 -0.549
C 3.297 4.360 -6.535 -0.280
C 2.333 4.479 -5.542 0.277
C 1.465 5.570 -5.513 -0.095
C 1.567 6.536 -6.491 -0.751
N 2.342 3.428 -4.587 -0.354
N 1.483 3.512 -3.693 0.165
C 1.586 2.423 -2.747 -0.055
C 2.509 1.413 -2.799 -0.610
C 2.556 0.414 -1.799 -1.121
C 1.674 0.453 -0.763 0.680
O 1.641 -0.479 0.264 -0.649
C 0.736 1.492 -0.659 0.391
N -0.045 1.530 0.472 0.772
C -0.950 2.495 0.573 -0.376
C -1.110 3.494 -0.386 -1.568
C -0.295 3.493 -1.495 -0.150
C 0.666 2.476 -1.658 -0.048
H 4.151 5.250 -8.297 0.427
H 3.961 3.505 -6.523 0.434
H 0.724 5.660 -4.732 0.361
H 0.910 7.394 -6.491 0.413
H 3.213 1.389 -3.618 0.580
H 3.289 -0.380 -1.856 0.619
H -1.554 2.499 1.474 0.573
H -1.849 4.267 -0.233 0.489
H -0.368 4.264 -2.250 0.558
O -1.511 -0.744 0.235 -0.450
C -2.345 -0.649 1.164 1.321
O -1.939 -0.420 2.348 -0.918
C -3.809 -0.814 0.845 -0.161
N -4.633 -0.761 2.120 -0.013
C -5.319 -2.114 2.277 -0.542
C -5.478 -2.569 0.840 -0.728
C -4.153 -2.168 0.191 -0.459
H -4.109 0.028 0.220 0.430
H -5.335 -0.025 2.057 0.444
H -4.023 -0.539 2.913 0.250
H -6.237 -1.975 2.840 0.430
H -4.633 -2.742 2.844 0.270
H -6.316 -2.051 0.370 0.330
H -5.674 -3.637 0.779 0.399
H -4.219 -2.064 -0.888 0.424
H -3.372 -2.898 0.411 0.184
C 1.415 -4.492 2.234 -1.255
C 0.552 -3.684 1.330 0.142
O 0.282 -2.498 1.711 -0.955
C 0.071 -4.210 0.080 0.681
C -0.181 -3.366 -1.013 0.272
C -0.586 -3.909 -2.215 -0.999
C -0.784 -5.284 -2.323 -0.394
C -0.547 -6.129 -1.244 -0.871
C -0.087 -5.602 -0.054 -0.737
H 2.258 -3.868 2.533 0.143
H 1.788 -5.400 1.775 0.648
H 0.859 -4.742 3.141 0.321
H 0.003 -2.306 -0.940 0.542
H -0.733 -3.272 -3.077 0.515
H -1.106 -5.704 -3.268 0.455
H -0.695 -7.195 -1.345 0.453
H 0.120 -6.263 0.777 0.479
```

- Net charge: +3
- Orbital gap: 4.47 eV

Entry 3:
Density functional theory data (ωB97M-V with the def2-TZVPD basis set) for a cluster of 2 separate species, C5H10ClN in total.

Geometry as XYZ:
```
17
Properties=species:S:1:pos:R:3:nbo_charge:R:1
C -0.110 1.060 -0.219 0.185
C -0.449 1.727 1.043 -0.677
C 0.416 -1.147 -1.368 -0.720
C -0.401 -1.292 0.975 -0.711
C 0.082 -0.420 -0.157 0.345
N -0.175 1.779 -1.261 -0.535
Cl 2.391 -0.214 0.622 -0.441
H 0.531 2.271 1.423 0.265
H -0.953 1.053 1.730 0.215
H -1.180 2.584 0.842 0.243
H -0.362 -1.078 -2.258 0.243
H 1.303 -0.676 -1.863 0.277
H 0.483 -2.135 -1.253 0.231
H 0.003 -2.397 0.792 0.243
H -1.537 -1.154 1.040 0.243
H -0.030 -1.146 1.982 0.272
H -0.011 1.184 -2.068 0.323
```

- Net charge: 0
- Orbital gap: 8.47 eV

Entry 4:
Density functional theory data (ωB97M-V with the def2-TZVPD basis set) for an isolated molecule of C8H11N3S.

Geometry as XYZ:
```
23
Properties=species:S:1:pos:R:3:nbo_charge:R:1
C 3.698 -0.585 -0.239 -0.028
C 1.519 -0.346 -0.299 0.089
C 2.642 0.242 0.210 -0.376
C 0.123 0.712 0.200 0.264
C -1.582 -0.785 -0.854 -0.604
C -2.234 1.508 -0.205 -0.596
C -1.587 -0.177 1.616 -0.609
C -1.259 0.316 0.173 -0.136
N 1.750 -1.383 -1.035 -0.282
N 0.639 1.660 0.825 -0.801
N 3.072 -1.513 -1.003 -0.319
S 2.215 1.862 1.025 0.871
H 4.708 -0.494 -0.225 0.216
H -2.531 -0.995 -1.190 0.212
H -1.094 -0.729 -1.752 0.218
H -1.317 -1.681 -0.460 0.204
H -2.094 1.798 -1.254 0.214
H -3.293 1.172 0.092 0.208
H -1.970 2.435 0.392 0.211
H -2.537 -0.606 1.531 0.208
H -0.795 -0.930 1.727 0.212
H -1.480 0.810 2.170 0.222
H 3.407 -2.292 -1.443 0.401
```

- Net charge: 0
- Multiplicity: 3
- Expectation value of S²: 2.01
- Orbital gap (alpha / beta): 5.34 / 6.79 eV

| no. | maximum force (eV/Å) |
| --- | --- |
| 1 | 5.6 |
| 2 | 1.1 |
| 3 | 5.9 |
| 4 | 11.3 |